70
Properties=species:S:1:pos:R:3:forces:R:3:lowdin_charge:R:1 method="wB97M-V/def2-TZVPD" total_charge=+1 gap_ev=7.550 e_homo_ha=-0.37357
Pb -0.0041 -0.0523 -0.7469 0.1 0.0 -0.3 0.9332
N 4.5015 1.3892 -0.3321 0.0 0.0 0.0 0.0481
C 3.6453 0.3674 -0.4108 0.0 0.0 0.0 -0.1309
N 2.4164 0.8333 -0.3394 -0.1 0.1 0.0 0.0246
C 2.5895 2.1803 -0.2147 0.1 0.0 0.0 -0.3088
N 3.8470 2.5559 -0.2040 0.0 0.0 0.0 0.1435
C 1.4596 3.1072 -0.0835 0.0 0.0 0.0 -0.1927
C 1.6365 4.4738 0.1127 0.0 0.0 0.0 -0.0474
N 0.6045 5.2927 0.2541 0.0 0.0 0.0 0.1061
C -0.6075 4.7507 0.2040 0.0 0.0 0.0 -0.0918
C -0.7930 3.3903 0.0068 0.0 0.0 0.0 -0.0890
N 0.2423 2.5709 -0.1415 0.0 0.0 0.2 0.0239
H 5.5083 1.3736 -0.3571 0.0 0.0 0.0 0.1684
H 3.9293 -0.6674 -0.5148 0.0 0.0 0.0 0.1147
H 2.6317 4.8974 0.1564 0.0 0.0 0.0 0.1227
H -1.4554 5.4132 0.3234 0.0 0.0 0.0 0.1156
H -1.7837 2.9546 -0.0322 0.0 0.0 0.0 0.1164
C -4.1797 -0.5113 1.3056 0.0 0.0 0.0 -0.4329
Te -3.3395 -0.8485 -0.6199 -0.1 -0.1 0.0 1.1225
C -2.5450 -2.7736 -0.1381 0.0 0.1 0.0 -0.4501
H -3.3963 -0.5897 2.0552 0.0 0.0 0.0 -0.0110
H -4.9726 -1.2310 1.4869 0.0 0.0 0.0 0.0076
H -4.5933 0.4943 1.3138 0.0 0.0 0.0 0.0034
H -3.3269 -3.5250 -0.2000 0.0 0.0 0.0 0.0124
H -2.1282 -2.7396 0.8678 0.0 0.0 0.0 0.0047
H -1.7553 -3.0010 -0.8528 0.0 0.0 0.0 -0.0171
C 0.1107 -5.6047 -1.8335 0.0 0.0 0.0 -0.0095
N 0.1215 -5.0143 -0.5071 0.1 -0.1 -0.1 -0.0678
C 0.6844 -3.8416 -0.1619 0.0 0.0 0.3 -0.7287
Se 1.5341 -2.6190 -1.2648 0.0 0.0 -0.1 0.6047
N 0.5025 -3.6731 1.1591 0.1 -0.3 -0.2 0.1350
C -0.1890 -4.7503 1.6915 0.0 0.0 -0.1 -0.1755
C -0.6272 -5.0389 2.9749 0.0 0.0 0.0 0.0063
C -1.3009 -6.2364 3.1453 0.0 0.0 0.0 -0.0681
C -1.5299 -7.1097 2.0761 0.0 0.0 0.0 -0.0675
C -1.0967 -6.8155 0.7942 0.0 0.0 0.0 0.0050
C -0.4243 -5.6145 0.6271 0.0 0.0 0.0 -0.1608
H 0.5378 -4.8900 -2.5310 0.0 0.0 0.0 0.0507
H -0.9150 -5.8323 -2.1212 0.0 0.0 0.0 0.1026
H 0.7023 -6.5191 -1.8376 0.0 0.0 0.0 0.1064
H 0.8127 -2.8324 1.6360 0.0 0.0 0.1 0.1056
H -0.4497 -4.3644 3.8023 0.0 0.0 0.0 0.1132
H -1.6581 -6.5051 4.1299 0.0 0.0 0.0 0.1102
H -2.0580 -8.0357 2.2565 0.0 0.0 0.0 0.1104
H -1.2756 -7.4902 -0.0317 0.0 0.0 0.0 0.1171
C -1.6414 -1.3738 8.1644 0.0 0.0 0.0 -0.0433
C -1.1260 -0.0797 7.5193 0.0 0.0 0.0 -0.5619
C -2.2774 0.9242 7.4631 0.0 0.0 0.0 -0.0674
C -0.0101 0.5165 8.3884 0.0 0.0 0.0 -0.0433
C -0.5732 -0.3997 6.1295 0.0 0.0 0.0 -0.1553
C 0.5137 -1.2768 6.0141 0.0 0.0 0.0 -0.0204
C 1.0761 -1.6268 4.7920 0.0 0.0 0.0 0.0220
C 0.5055 -1.0654 3.6719 0.0 0.0 0.1 -0.2018
O 0.8462 -1.2244 2.3349 0.0 0.2 0.1 0.0473
B -0.0532 -0.4214 1.6140 0.0 0.2 0.0 -0.7009
O -0.9243 0.2088 2.4929 0.0 0.0 0.0 0.1031
C -0.5609 -0.2027 3.7648 0.0 0.0 0.0 -0.1842
C -1.1248 0.1510 4.9708 0.0 0.0 0.0 0.0772
H -2.0787 -1.1577 9.1407 0.0 0.0 0.0 0.0891
H -0.8386 -2.0973 8.3114 0.0 0.0 0.0 0.0791
H -2.4080 -1.8404 7.5429 0.0 0.0 0.0 0.0910
H -2.6256 1.1307 8.4755 0.0 0.0 0.0 0.0893
H -3.1271 0.5376 6.8967 0.0 0.0 0.0 0.0872
H -1.9670 1.8730 7.0210 0.0 0.0 0.0 0.0892
H -0.4027 0.7761 9.3731 0.0 0.0 0.0 0.0892
H 0.3959 1.4220 7.9341 0.0 0.0 0.0 0.0931
H 0.8112 -0.1856 8.5343 0.0 0.0 0.0 0.0776
H 0.9430 -1.7009 6.9118 0.0 0.0 0.0 0.1123
H 1.9231 -2.2977 4.7288 0.0 0.0 0.0 0.1261
H -1.9601 0.8347 4.9994 0.0 0.0 0.0 0.1204

74
Properties=species:S:1:pos:R:3:forces:R:3:lowdin_charge:R:1 method="wB97M-V/def2-TZVPD" multiplicity=4 gap_ev="7.722 / 7.722" s_squared=3.753 e_homo_ha="-0.27416 / -0.27416" relative_energy_kj_mol=0.0
Nd -0.7250 -0.3072 1.3090 1.2 0.1 -0.4 2.0134
N -3.4638 -2.6985 -0.5515 0.1 -0.3 -0.1 -0.0030
C -4.5425 -1.7161 -0.6172 -0.3 0.7 -0.4 -0.2584
C -4.0674 -0.3309 -1.1538 0.0 -0.1 1.1 -0.0782
C -2.9007 0.1821 -0.2711 -2.3 -0.2 -0.9 -0.6849
O -3.1584 0.5395 0.9105 0.9 -0.4 -0.4 -0.0710
O -1.7564 0.1561 -0.7941 0.6 0.1 0.5 -0.2075
H -3.1951 -2.9861 -1.4951 -0.2 -0.1 0.4 0.0867
H -3.7808 -3.5185 -0.0244 0.2 0.4 -0.4 0.0878
H -4.9369 -1.5686 0.3989 0.1 -0.1 -0.3 0.1049
H -5.3680 -2.0504 -1.2762 0.1 0.1 0.4 0.1092
H -4.9178 0.3758 -1.0746 0.4 -0.4 -0.1 0.1247
H -3.7303 -0.3968 -2.1843 0.0 0.0 -0.1 0.1054
N -0.3396 -2.6790 0.1377 -0.6 0.4 0.1 -0.0560
C 0.5477 -3.5655 0.8700 -0.1 -0.6 0.9 -0.2476
C 0.3042 -3.5259 2.3994 0.0 -0.9 -0.6 -0.2637
N 0.4529 -2.2047 2.9551 -0.1 1.0 0.3 -0.0401
H -1.3234 -3.0053 0.1883 0.7 0.3 -0.3 0.0595
H -0.0555 -2.5444 -0.8369 -0.2 -0.1 0.4 0.0559
H 1.6056 -3.3347 0.6961 -0.2 0.1 -0.3 0.1166
H 0.3651 -4.6139 0.5960 0.4 0.0 -0.1 0.1123
H 1.0215 -4.2538 2.8209 -0.3 0.1 0.1 0.1153
H -0.7174 -3.8869 2.5965 0.3 0.2 0.0 0.1153
H 1.4247 -1.9245 3.0680 -0.2 -0.1 0.0 0.0847
H -0.0314 -2.0648 3.8481 0.3 -0.2 -0.5 0.0954
Cl -4.1442 0.0276 4.9729 -0.2 -0.2 0.1 0.6211
C -4.0095 -0.9284 3.4912 -0.2 0.1 -0.1 -1.0007
Cl -4.6921 -2.5563 3.6462 -0.2 0.0 0.2 0.6092
C -2.5374 -1.0378 3.0322 -2.3 -0.1 1.1 -0.8437
O -2.3159 -1.9071 2.1625 0.6 0.2 0.1 -0.1562
O -1.7632 -0.1872 3.5069 0.8 -0.2 -0.4 -0.1435
H -4.6079 -0.4034 2.7358 0.5 -0.2 0.1 0.0602
Cl 4.9851 0.2305 -4.3117 0.4 0.0 -0.1 0.7562
C 3.3586 -0.0897 -4.7528 -1.3 -0.3 0.2 -0.5999
C 3.0285 -0.2891 -6.0935 -0.2 0.0 0.2 -0.1169
C 1.7340 -0.6612 -6.4425 -0.2 -0.1 0.0 -0.1004
C 0.7441 -0.8510 -5.4668 0.3 0.0 -0.2 -0.1117
C 1.0491 -0.5912 -4.1366 1.2 0.0 -0.8 -0.5794
Cl -0.1646 -0.7214 -2.9403 -0.4 0.0 0.2 0.8275
C 2.3620 -0.1956 -3.7380 -0.1 0.5 -0.9 -0.2728
N 2.6004 0.1006 -2.4185 0.0 -0.5 0.6 0.0590
C 3.3371 1.1765 -1.9102 0.4 0.9 0.5 -0.2236
C 3.5236 2.3691 -2.6426 0.2 -0.5 0.0 -0.0626
C 4.2322 3.4267 -2.0949 0.2 -0.2 0.5 -0.0908
C 4.7177 3.3507 -0.7831 -0.1 0.1 -0.2 -0.0942
C 4.4749 2.2156 -0.0094 -0.2 -0.1 -0.6 -0.0401
C 3.8229 1.1093 -0.5692 -0.6 0.0 -0.3 -0.1386
C 3.5074 -0.1093 0.3134 0.3 0.7 -0.4 -0.0402
C 2.0442 -0.0244 0.7480 1.5 -0.4 -0.3 -0.6124
O 1.7865 0.1699 1.9738 -0.9 -0.2 -1.3 -0.1138
O 1.2084 -0.1985 -0.2080 -0.4 0.3 2.1 -0.1948
H 3.7845 -0.1717 -6.8701 -0.1 0.0 0.3 0.1055
H 1.5047 -0.8095 -7.4999 0.0 0.0 0.4 0.1031
H -0.2639 -1.1993 -5.7365 0.6 0.3 0.1 0.1080
H 1.9090 -0.2239 -1.7214 0.3 0.1 -0.6 0.0567
H 3.1618 2.4450 -3.6720 0.0 -0.1 0.4 0.1115
H 4.4159 4.3246 -2.6815 -0.1 -0.2 0.1 0.1026
H 5.2742 4.1976 -0.3880 -0.1 -0.2 0.1 0.0965
H 4.7673 2.1721 1.0413 0.1 0.0 -0.3 0.1138
H 4.1722 -0.1031 1.1791 -0.2 -0.1 0.0 0.1168
H 3.6769 -1.0189 -0.2799 -0.2 0.1 0.2 0.1277
N 0.3447 1.9059 3.9331 0.0 -0.1 0.1 0.1455
C -0.6356 2.4886 3.1902 -0.5 0.3 -0.6 -0.3843
C -1.5939 3.3479 3.7862 0.2 -0.2 -0.1 -0.0207
C -2.5185 3.9690 2.9788 -0.3 -0.1 -0.2 -0.0621
C -2.4928 3.7759 1.5813 0.0 0.2 0.1 -0.0682
C -1.5418 2.9151 1.0758 -0.2 0.3 0.5 -0.1573
N -0.6718 2.2395 1.8512 0.4 0.1 0.9 0.0006
H 0.2384 1.8755 4.9449 0.1 0.0 -0.7 0.1164
H 1.0429 1.3214 3.4764 -0.3 0.2 0.2 0.0671
H -1.5868 3.4809 4.8687 0.0 0.0 -0.3 0.1134
H -3.3042 4.5867 3.4299 0.4 -0.2 -0.2 0.1135
H -3.2195 4.2589 0.9176 0.4 -0.2 0.4 0.1090
H -1.4572 2.7202 0.0146 -0.1 -0.1 0.0 0.1118

68
Properties=species:S:1:pos:R:3:forces:R:3:lowdin_charge:R:1 method="wB97M-V/def2-TZVPD" multiplicity=5 total_charge=+3 gap_ev="8.303 / 6.443" s_squared=6.017 e_homo_ha="-0.59271 / -0.59124" relative_energy_kj_mol=4.0
Os 0.0202 0.3348 0.0088 0.4 -0.1 0.0 1.8955
N 0.2278 4.5601 0.0752 0.0 0.1 0.0 0.2487
C 0.3796 3.2597 0.1777 0.0 -0.1 0.0 -0.4852
O -0.4135 2.4818 -0.4294 0.0 0.0 -0.1 -0.1093
C 1.5222 2.6856 0.9744 0.0 0.0 0.0 -0.1604
C 1.2067 1.2610 1.4706 -0.1 0.2 -0.2 -0.2809
H -0.5084 4.9394 -0.5040 0.0 0.0 0.0 0.1509
H 0.8467 5.2000 0.5483 0.0 0.0 0.0 0.1457
H 1.7996 3.3599 1.7865 0.0 0.0 0.0 0.1318
H 2.3769 2.6640 0.2897 0.0 0.0 0.0 0.1314
H 0.6398 1.2877 2.4026 0.0 0.0 0.0 0.0642
H 2.1306 0.7142 1.6652 0.0 0.0 0.0 0.0687
F -3.7092 1.0778 5.5681 0.0 0.0 0.0 0.0945
C -3.9333 0.1832 4.5964 0.0 0.0 0.0 -0.1705
C -3.1103 0.2043 3.5155 -0.1 0.0 0.1 0.1009
C -3.2651 -0.7418 2.4892 0.0 0.0 -0.1 -0.0483
C -2.3851 -0.7717 1.3593 -0.2 -0.2 -0.1 -0.2156
O -1.4241 0.1243 1.3213 0.1 0.1 0.0 -0.2106
C -2.5915 -1.7488 0.3863 0.0 0.0 0.1 -0.0102
C -3.6367 -2.6446 0.5635 0.0 0.0 0.0 0.0883
N -4.4662 -2.6241 1.5962 0.0 0.0 0.0 0.0483
C -5.5034 -3.6491 1.7026 0.0 0.0 0.0 -0.2381
C -6.2304 -4.0823 0.4679 0.0 0.0 0.0 -0.0573
C -6.9385 -3.2547 1.4969 0.0 0.0 0.0 -0.0746
C -4.3018 -1.6855 2.6076 0.0 0.0 0.0 -0.0883
C -5.1490 -1.6787 3.7226 0.1 0.1 0.0 0.0788
C -4.9846 -0.7619 4.7526 0.0 0.0 -0.1 -0.1101
N -5.8208 -0.7775 5.8625 0.0 0.0 0.1 -0.0715
C -5.8465 0.3081 6.8489 0.0 0.1 0.0 -0.1140
C -7.0350 0.1073 7.7939 0.0 0.0 0.0 -0.0691
N -8.1508 -0.5613 7.0450 0.0 0.0 0.0 0.0732
C -7.7817 -1.9821 6.6687 0.0 0.1 0.0 -0.0553
C -6.2721 -2.0412 6.4327 0.0 0.0 0.0 -0.1144
C -1.7998 -1.9408 -0.8800 -0.2 -0.1 0.1 -0.5272
O -2.0665 -2.8266 -1.6381 0.0 0.0 0.0 0.1617
O -0.8374 -1.0571 -1.1020 0.0 0.2 -0.1 -0.1990
H -2.3210 0.9404 3.4718 0.0 0.0 0.0 0.1434
H -3.7915 -3.4142 -0.1805 0.0 0.0 0.0 0.1610
H -5.2546 -4.3904 2.4511 0.0 0.0 0.0 0.1647
H -6.4648 -5.1330 0.3854 0.0 0.0 0.0 0.1250
H -5.9963 -3.5960 -0.4686 0.0 0.0 0.0 0.1185
H -7.6818 -3.7291 2.1221 0.0 0.0 0.0 0.1137
H -7.1341 -2.2226 1.2386 0.0 0.0 0.0 0.1211
H -5.9592 -2.3893 3.7575 0.0 0.0 0.0 0.1105
H -5.9476 1.2597 6.3297 0.0 0.0 0.0 0.1382
H -4.9425 0.3527 7.4612 0.0 0.0 0.0 0.1417
H -7.3951 1.0566 8.1833 0.0 0.0 0.0 0.1484
H -6.8007 -0.5427 8.6346 0.0 0.0 0.0 0.1430
H -8.3472 -0.0296 6.1950 0.0 0.0 0.0 0.1878
H -9.0088 -0.5548 7.6000 0.0 0.0 0.0 0.1931
H -8.3536 -2.2279 5.7764 0.0 0.0 0.0 0.1383
H -8.0931 -2.6310 7.4849 0.0 0.0 0.0 0.1457
H -6.0416 -2.8758 5.7779 0.0 0.0 0.0 0.1288
H -5.7450 -2.2345 7.3724 0.0 0.0 0.0 0.1439
C 4.5787 -0.2326 -4.3697 0.0 0.0 0.0 -0.0045
C 3.5466 -0.0255 -3.3150 0.0 0.0 0.1 -0.2036
C 2.5107 0.8979 -3.4648 0.0 0.0 0.1 0.0313
C 1.5630 1.0391 -2.4791 -0.1 0.1 -0.1 -0.0815
N 1.6009 0.3143 -1.3436 -0.1 0.0 0.2 -0.1542
C 2.6007 -0.5796 -1.1779 0.1 -0.1 0.0 -0.0900
C 3.5735 -0.7663 -2.1270 -0.1 0.0 0.0 0.0279
H 4.4595 0.4641 -5.1953 0.0 0.0 0.0 0.0943
H 4.5024 -1.2502 -4.7578 0.0 0.0 0.0 0.1115
H 5.5801 -0.1200 -3.9521 0.0 0.0 0.0 0.1075
H 2.4362 1.5051 -4.3562 0.0 0.0 0.0 0.1364
H 0.7393 1.7344 -2.5794 0.0 0.0 0.0 0.1222
H 2.5967 -1.1496 -0.2573 0.0 0.0 0.0 0.1234
H 4.3540 -1.4924 -1.9452 0.0 0.0 0.0 0.1403